[1]
DFT (ωB97M-V with the def2-TZVPD basis set) results for C25H15Cl2CoN5O6Se as an isolated structure.

Geometry as XYZ:
```
55
Properties=species:S:1:pos:R:3:lowdin_spin:R:1
Co -0.84284 -0.02590 0.22735 0.968
Cl -2.83057 -2.20705 6.35399 0.000
C -2.85328 -1.57835 4.72151 0.000
C -1.67011 -1.61912 3.98456 0.000
C -1.64899 -1.12936 2.68935 0.000
N -0.58130 -1.17879 1.79854 -0.006
C 0.25303 -2.21316 1.77111 0.000
O 0.61710 -2.96844 2.68105 -0.001
C 0.69418 -2.56467 0.34660 0.003
C 1.78083 -3.40431 0.14268 0.000
C 2.09099 -3.78379 -1.15142 0.001
C 1.29367 -3.33263 -2.19400 0.001
C 0.21544 -2.51338 -1.88928 0.004
N -0.08314 -2.13901 -0.65344 0.028
C -2.84149 -0.59523 2.12008 0.001
C -4.00945 -0.56885 2.86533 0.000
C -4.00516 -1.05807 4.17115 0.000
Cl -5.49907 -0.99758 5.07947 0.000
N -2.68264 -0.15456 0.81156 -0.009
C -3.61546 0.43650 0.07313 -0.001
O -4.82336 0.60591 0.27971 -0.002
C -2.99919 0.97678 -1.21183 -0.001
C -3.77431 1.60211 -2.16935 0.000
C -3.15401 2.09032 -3.30857 -0.002
C -1.78566 1.94057 -3.45090 0.000
C -1.07517 1.31096 -2.44147 -0.001
N -1.67204 0.83510 -1.35450 -0.002
H -0.77215 -2.03683 4.41177 0.000
H 2.34592 -3.73261 1.00350 0.000
H 2.94397 -4.42371 -1.34732 0.000
H 1.50010 -3.60028 -3.22255 0.000
H -0.42574 -2.12138 -2.67311 0.000
H -4.91342 -0.17436 2.42851 0.000
H -4.83440 1.69592 -1.98140 0.000
H -3.73200 2.60002 -4.07066 0.000
H -1.25834 2.33244 -4.30998 0.000
H 0.00093 1.19983 -2.46911 0.000
N 1.01757 0.28403 -0.15677 -0.009
C 1.66229 1.31049 -0.36611 -0.004
C 3.15304 1.34943 -0.58639 -0.001
C 3.85435 0.14588 -0.51355 0.000
C 5.22156 0.10589 -0.72791 0.000
C 5.91895 1.27256 -1.02427 -0.001
C 5.23036 2.47484 -1.09466 0.000
C 3.85815 2.51540 -0.87476 -0.001
H 3.28397 -0.74717 -0.28825 0.000
H 5.74878 -0.83951 -0.66117 0.000
H 6.99007 1.24349 -1.19083 0.000
H 5.76341 3.39248 -1.31757 0.000
H 3.31988 3.45176 -0.90973 0.000
O 1.16855 2.65385 -0.54434 -0.001
Se -0.16549 3.35035 0.40143 0.003
O 0.55879 4.49810 1.27546 0.004
O -0.78544 2.12921 1.27491 0.026
O -1.15166 3.90387 -0.75754 0.000
```

Calculated values
* net charge: -2
* energy relative to the best compared isomer or geometry (same formula, charge and spin): 0.00 kcal/mol
* frontier orbital gap (alpha / beta): 6.43 / 6.31 eV
* spin multiplicity: 2

[2]
DFT (ωB97M-V with the def2-TZVPD basis set) results for one molecule with the formula C25H15FN2O5S2 in a non-equilibrium geometry.

Geometry as XYZ:
```
50
Properties=species:S:1:pos:R:3:mulliken_charge:R:1
O 2.86686 2.07842 0.54690 -0.530
C 2.83732 3.25093 0.81350 0.583
O 3.89074 3.91626 1.28664 -0.481
C 1.63115 4.13863 0.67785 -0.258
S 0.32733 3.54997 1.81709 -0.182
C 0.14782 1.85641 1.36856 0.431
C 0.02218 0.93263 2.36340 -0.555
C -0.12385 -0.43826 2.03495 0.538
C -0.21628 -1.50401 3.06400 0.400
O 0.40791 -2.54966 2.91361 -0.789
C -1.04691 -1.25620 4.24598 0.480
C -2.00491 -0.23493 4.27660 -0.586
C -2.74500 -0.03118 5.41580 0.071
F -3.67172 0.94876 5.42990 -0.330
C -2.56849 -0.80775 6.55574 -0.606
C -1.64919 -1.82937 6.52963 -0.619
C -0.89584 -2.09153 5.37819 0.122
O -0.05229 -3.12044 5.40558 -0.656
C -0.07076 -0.80109 0.72126 -0.503
N 0.01262 0.10972 -0.27850 0.206
C -0.01083 -0.41211 -1.63127 0.497
O -0.12194 -1.60580 -1.78955 -0.662
C 0.07690 0.61476 -2.62137 -0.136
C 0.07215 0.48711 -4.04765 0.057
C 0.08865 -0.77573 -4.79139 0.682
C -0.79896 -0.97218 -5.84549 -0.576
C -0.78200 -2.15516 -6.56038 -0.580
C 0.12525 -3.14961 -6.23550 -0.404
C 1.01791 -2.95487 -5.19487 -0.712
C 1.00338 -1.77501 -4.47519 -0.217
C 0.06076 1.70554 -4.65047 -0.545
S 0.07337 3.04090 -3.54962 -0.292
C 0.08045 1.94750 -2.21239 -0.062
N 0.08622 2.37154 -0.94706 -0.581
C 0.08595 1.46731 -0.00823 0.069
H 4.66000 3.33107 1.38083 0.358
H 1.86046 5.15634 0.98394 0.396
H 1.22676 4.09345 -0.33313 0.111
H 0.07754 1.24519 3.39421 0.690
H -2.19092 0.37769 3.40909 0.654
H -3.16250 -0.60960 7.43356 0.443
H -1.49907 -2.46729 7.38559 0.432
H 0.34831 -3.22475 4.50915 0.403
H -0.12227 -1.83245 0.39870 0.647
H -1.51440 -0.19980 -6.08902 0.452
H -1.48034 -2.30240 -7.37137 0.372
H 0.13605 -4.07481 -6.79264 0.382
H 1.72919 -3.72683 -4.94131 0.374
H 1.70592 -1.62398 -3.67042 0.425
H 0.06932 1.90664 -5.70346 0.585
```

Calculated values
* net charge: 0
* frontier orbital gap: 7.29 eV
* SMILES: O=C(O)CSc1cc(C(=O)c2cc(F)ccc2O)cn2c(=O)c3c(-c4ccccc4)csc3nc12

[3]
DFT (ωB97M-V with the def2-TZVPD basis set) results for one molecule with the formula C25H15N3O6.

Geometry as XYZ:
```
49
Properties=species:S:1:pos:R:3:mulliken_charge:R:1
O -5.62720 -0.84700 -1.16712 -0.651
C -4.44559 -0.71305 -0.95680 0.309
C -3.77803 -1.54569 0.13917 -0.518
N -2.58411 -1.00150 0.74741 0.718
N -1.57494 -1.83917 0.83761 -1.053
C -0.41754 -1.45551 1.27560 -0.383
C 0.62052 -2.52118 1.27670 0.667
O 1.80813 -2.33747 1.39405 -0.587
O 0.09064 -3.72899 1.12688 -0.457
C -0.16273 -0.08828 1.66047 1.188
C 1.08871 0.41564 2.03446 -0.198
C 1.23136 1.74933 2.34643 -0.767
C 0.13930 2.61370 2.30769 -0.505
C -1.10136 2.13670 1.95170 -0.765
C -1.26458 0.79020 1.62143 -0.025
C -2.57441 0.32229 1.17527 0.289
O -3.58846 0.98969 1.11619 -0.674
N -3.71762 0.16587 -1.70644 -0.132
C -2.36990 0.52577 -1.63970 0.436
C -2.02719 1.87627 -1.53806 -0.661
C -0.71086 2.24074 -1.35783 -1.043
C 0.29740 1.27961 -1.29773 0.256
C -0.03236 -0.06567 -1.50335 0.355
C -1.36063 -0.43048 -1.68585 -0.616
C 0.99802 -1.13160 -1.50086 0.367
O 0.71663 -2.29166 -1.73830 -0.672
C 2.36825 -0.70588 -1.16154 0.601
C 3.36602 -1.67350 -1.07865 -0.434
C 4.65420 -1.32810 -0.71523 -0.674
C 4.96298 -0.00569 -0.43373 -0.583
C 3.98374 0.96654 -0.52454 -0.923
C 2.68184 0.63166 -0.88623 0.093
C 1.67128 1.70630 -0.97024 0.893
O 1.94774 2.87331 -0.75896 -0.685
H -4.55505 -1.68149 0.90004 0.380
H -3.51208 -2.52737 -0.26104 0.395
H 0.79216 -4.39638 1.05754 0.442
H 1.93557 -0.25008 2.06383 0.569
H 2.20314 2.13048 2.62111 0.438
H 0.27078 3.65640 2.55167 0.427
H -1.96790 2.77866 1.90909 0.500
H -4.31612 0.80937 -2.21316 0.277
H -2.80679 2.62270 -1.54865 0.451
H -0.43434 3.27634 -1.22921 0.478
H -1.58960 -1.47554 -1.83614 0.626
H 3.10377 -2.69713 -1.29854 0.484
H 5.41711 -2.08872 -0.64631 0.416
H 5.96717 0.26624 -0.14440 0.425
H 4.20296 2.00331 -0.31577 0.526
```

Calculated values
* net charge: 0
* frontier orbital gap: 7.78 eV
* SMILES: O=C(Cn1nc(C(=O)O)c2ccccc2c1=O)Nc1ccc2c(c1)C(=O)c1ccccc1C2=O

[4]
DFT (ωB97M-V with the def2-TZVPD basis set) results for C25H16AuIN as an isolated structure in a non-equilibrium geometry.

Geometry as XYZ:
```
44
Properties=species:S:1:pos:R:3:mulliken_charge:R:1
Au -0.13675 -0.07268 0.68373 0.977
C 1.64812 1.87246 3.97888 -0.575
C 1.38478 3.20729 3.70969 -0.888
C 0.67926 3.57088 2.57303 -0.407
C 0.23035 2.59861 1.68312 0.148
C 0.52530 1.26801 1.98683 0.193
C 1.21649 0.87668 3.10339 -0.883
C -0.54768 2.83912 0.47873 1.563
C -0.95663 4.09954 0.00777 -0.653
C -1.68864 4.16928 -1.14046 -0.735
C -2.01915 2.99416 -1.85308 1.177
C -2.76393 3.01222 -3.05286 -0.835
C -3.04726 1.84808 -3.70716 -0.662
C -2.59514 0.61744 -3.19069 -0.730
C -1.87364 0.56276 -2.03025 -0.969
C -1.57656 1.75423 -1.33848 1.034
N -0.86191 1.72656 -0.17359 -0.457
H 2.19642 1.59385 4.86833 0.410
H 1.72842 3.97169 4.39239 0.410
H 0.47276 4.61638 2.38626 0.395
H 1.43105 -0.16530 3.29850 0.449
H -0.69307 4.99149 0.55555 0.377
H -2.02219 5.12651 -1.52085 0.458
H -3.10194 3.96467 -3.44040 0.414
H -3.61705 1.86390 -4.62563 0.401
H -2.82043 -0.29725 -3.72215 0.435
H -1.52347 -0.38689 -1.64612 0.200
I -1.95048 -2.21973 1.43830 -0.022
C -0.47404 -3.52654 0.73941 0.064
C -0.71910 -4.86593 0.87991 -0.577
C 0.21181 -5.80357 0.40406 -0.606
C 1.35598 -5.37651 -0.20184 -0.846
C 1.62855 -3.99796 -0.34936 0.945
C 2.81637 -3.57463 -0.98795 -0.722
C 3.09936 -2.24693 -1.15107 -0.911
C 2.20698 -1.28574 -0.66047 -0.583
C 1.02026 -1.63490 -0.01707 0.293
C 0.71049 -3.02260 0.13743 0.332
H -1.62972 -5.21007 1.35083 0.380
H 0.00703 -6.85892 0.51888 0.401
H 2.07590 -6.09164 -0.57976 0.390
H 3.50284 -4.33022 -1.34993 0.389
H 4.01025 -1.93636 -1.64502 0.397
H 2.45998 -0.24145 -0.79084 0.428
```

Calculated values
* net charge: +1
* energy relative to the best compared isomer or geometry (same formula, charge and spin): 16.50 kcal/mol
* frontier orbital gap (alpha / beta): 5.90 / 5.90 eV

The records above yield M values of 690.22 506.54 453.41 654.28 g/mol, respectively.